i) Entry from the OMol25 dataset: C9H16N2 as an isolated structure (ωB97M-V/def2-TZVPD).

Structure (XYZ):
```
27
Properties=species:S:1:pos:R:3:mulliken_charge:R:1
C -2.14 -0.03 0.85 -0.43
C 0.24 -1.26 -1.68 -0.41
C -1.20 -0.73 0.36 -0.26
C -0.19 1.18 -0.84 -1.10
C 0.67 0.18 -1.60 0.49
C -0.68 0.62 0.62 0.63
C 2.16 0.23 -1.24 -1.10
C -0.66 -3.36 -0.62 -0.77
C 0.06 0.94 1.93 -0.79
N -0.46 -1.99 -0.91 0.01
N -0.29 2.37 2.30 -0.24
H -3.14 0.14 1.18 0.43
H 0.80 -1.74 -2.46 0.53
H 0.38 2.16 -0.79 0.34
H -1.06 1.55 -1.41 0.44
H 0.54 0.52 -2.65 0.32
H 2.70 -0.67 -1.56 0.40
H 2.13 0.37 -0.16 0.21
H 2.61 1.18 -1.59 0.37
H -1.59 -3.31 -0.03 0.29
H 0.21 -3.64 0.02 0.34
H -0.80 -4.01 -1.45 0.39
H 1.14 0.80 1.95 0.35
H -0.38 0.27 2.65 0.48
H -0.19 2.56 3.29 0.35
H -1.19 2.63 2.07 0.34
H 0.33 3.04 1.75 0.37
```

Results
net charge = +2
gap between HOMO and LUMO = 9.391 eV
LUMO level = -8.1468 eV



ii) Entry from the OMol25 dataset: an isolated ion of composition C9H16N2 and charge +2 (ωB97M-V/def2-TZVPD).

Structure (XYZ):
```
27
Properties=species:S:1:pos:R:3:mulliken_charge:R:1
C -0.15 2.71 -0.46 -1.01
C -0.48 1.49 -0.17 0.20
C -0.83 0.28 0.17 0.74
C -2.15 -0.30 -0.31 -1.09
N -3.31 0.52 0.18 -0.19
C 0.05 -0.57 1.06 -1.28
C 1.12 -1.39 0.30 0.73
C 0.53 -2.50 -0.56 -1.74
C 2.03 -0.53 -0.51 -0.53
N 2.66 0.46 -0.09 0.18
C 3.35 1.38 0.35 -0.15
H -0.41 3.53 0.18 0.30
H 0.43 2.96 -1.33 0.34
H -2.28 -1.32 0.05 0.42
H -2.20 -0.30 -1.40 0.33
H -3.39 0.48 1.21 0.37
H -4.20 0.18 -0.22 0.39
H -3.19 1.51 -0.09 0.37
H -0.56 -1.27 1.63 0.49
H 0.56 0.09 1.77 0.49
H 1.75 -1.86 1.08 0.41
H -0.07 -2.10 -1.37 0.38
H -0.09 -3.15 0.05 0.38
H 1.32 -3.12 -0.99 0.47
H 2.15 -0.78 -1.56 0.43
H 4.35 1.19 0.72 0.29
H 2.99 2.40 0.34 0.29
```

Results
net charge = +2
SMILES string = C=C=C(C[NH3+])C[C@@H](C)C=[N+]=C
gap between HOMO and LUMO = 9.929 eV
LUMO level = -7.1656 eV



Going by the energies, ii) is most stable and the next is 336.9 kJ/mol up.



i) Entry from the OMol25 dataset: an isolated ion of composition C3H4NO and charge +1 (ωB97M-V/def2-TZVPD).

Structure (XYZ):
```
9
Properties=species:S:1:pos:R:3:mulliken_charge:R:1
C -0.10 0.66 0.61 -0.52
C 0.29 -0.13 -0.34 0.03
C 1.76 -0.33 -0.98 -0.03
N 2.67 -0.09 -0.19 0.60
O 3.45 0.12 0.59 -0.23
H -1.25 0.62 0.77 0.23
H 0.40 1.31 1.39 0.28
H -0.44 -0.70 -0.96 0.28
H 1.76 -1.14 -1.76 0.36
```

Results
net charge = +1
SMILES string = C=CC=[N+]=O
gap between HOMO and LUMO = 8.203 eV
LUMO level = -7.5661 eV



ii) Entry from the OMol25 dataset: C3H4NO as an isolated structure (ωB97M-V/def2-TZVPD).

Structure (XYZ):
```
9
Properties=species:S:1:pos:R:3:mulliken_charge:R:1
C -1.13 0.29 -1.60 -0.12
C 0.44 0.16 0.00 -0.05
C -0.83 -0.13 0.58 -0.26
N 0.28 0.35 -1.35 -0.17
O -1.72 0.03 -0.51 -0.05
H 0.90 0.51 -2.56 0.57
H 1.43 0.15 0.43 0.43
H -0.84 -1.18 0.94 0.31
H -1.11 0.48 1.46 0.34
```

Results
net charge = +1
gap between HOMO and LUMO = 7.962 eV
LUMO level = -6.7394 eV



iii) Entry from the OMol25 dataset: an isolated ion of composition C3H4NO and charge +1 (ωB97M-V/def2-TZVPD).

Structure (XYZ):
```
9
Properties=species:S:1:pos:R:3:mulliken_charge:R:1
C -0.48 -1.07 -0.40 -0.26
N -0.36 0.15 -0.82 -0.02
C -0.01 1.00 0.18 -0.29
C 0.75 0.40 1.14 0.38
O 1.60 0.17 1.86 -0.17
H -0.41 -1.31 0.68 0.28
H -0.51 -1.94 -0.99 0.31
H -0.39 0.53 -1.83 0.38
H -0.19 2.06 0.17 0.40
```

Results
net charge = +1
SMILES string = C=[NH+]C=C=O
gap between HOMO and LUMO = 8.781 eV
LUMO level = -5.8375 eV



Going by the energies, iii) is most stable and the next is 198.0 kJ/mol up.



i) Entry from the OMol25 dataset: an isolated ion of composition C3H4NO and charge +1 (ωB97M-V/def2-TZVPD).

Structure (XYZ):
```
9
Properties=species:S:1:pos:R:3:mulliken_charge:R:1
C 1.30 0.76 0.04 0.32
C 1.71 0.28 -1.27 -0.35
C -0.35 -0.58 -0.79 -0.24
N 0.14 0.29 0.41 0.01
O 0.80 -0.53 -1.67 -0.04
H 1.83 1.40 0.82 0.38
H -0.50 -1.71 -0.44 0.30
H -1.34 -0.25 -1.30 0.31
H -0.15 0.49 1.38 0.30
```

Results
net charge = +1
gap between HOMO and LUMO (alpha / beta) = 7.276 / 7.278 eV
LUMO level (alpha / beta) = -7.2516 / -7.2510 eV



ii) Entry from the OMol25 dataset: an isolated ion of composition C3H4NO and charge +1 (ωB97M-V/def2-TZVPD).

Structure (XYZ):
```
9
Properties=species:S:1:pos:R:3:mulliken_charge:R:1
C 0.03 -1.34 0.08 0.51
C -1.17 -1.44 -0.19 -0.26
C -1.82 0.69 0.03 0.06
N 1.29 -0.99 0.08 -0.37
O -2.09 -0.54 0.08 -0.09
H -0.95 0.95 -0.40 0.27
H -2.47 1.35 0.40 0.32
H 1.91 -1.35 0.72 0.27
H 1.80 -0.82 -0.78 0.29
```

Results
net charge = +1
gap between HOMO and LUMO (alpha / beta) = 7.653 / 7.652 eV
LUMO level (alpha / beta) = -6.9339 / -6.9344 eV



Going by the energies, i) is most stable and the next is 128.9 kJ/mol up.



i) Entry from the OMol25 dataset: one molecule with the formula C2H3N3OS (ωB97M-V/def2-TZVPD).

Structure (XYZ):
```
10
Properties=species:S:1:pos:R:3:mulliken_charge:R:1
S -2.28 -0.48 -0.43 -0.23
C -1.00 0.35 0.64 -0.31
C 0.43 -0.02 0.04 0.37
N 1.30 0.79 -0.41 -0.23
N 2.42 0.17 -0.52 -0.23
N 2.23 -1.08 -0.06 -0.03
O 0.80 -1.25 0.20 -0.14
H -1.47 -0.28 -1.73 0.19
H -1.16 0.24 1.76 0.34
H -1.27 1.57 0.52 0.27
```

Results
net charge = 0
SMILES string = SCc1nnno1
gap between HOMO and LUMO = 9.493 eV
LUMO level = -0.2449 eV



ii) Entry from the OMol25 dataset: one molecule with the formula C2H3N3OS (ωB97M-V/def2-TZVPD).

Structure (XYZ):
```
10
Properties=species:S:1:pos:R:3:mulliken_charge:R:1
H 1.21 2.47 -0.21 0.23
N 0.31 2.10 0.05 -0.65
C 0.60 0.85 0.08 0.53
C 1.85 0.06 -0.13 -0.15
N 1.63 -1.19 -0.11 -0.31
O 0.34 -1.41 0.10 -0.10
N -0.30 -0.17 0.34 0.03
S -1.91 -0.13 -0.20 -0.10
H 2.85 0.49 -0.14 0.36
H -2.45 -0.26 1.03 0.16
```

Results
net charge = 0
SMILES string = [H]/N=c1\cnon1S
gap between HOMO and LUMO = 9.642 eV
LUMO level = 0.3606 eV



Going by the energies, ii) is most stable and the next is 27.9 kJ/mol up.



i) Entry from the OMol25 dataset: a 12-piece molecular cluster, H24O12 overall (ωB97M-V/def2-TZVPD).

Structure (XYZ):
```
36
Properties=species:S:1:pos:R:3:mulliken_charge:R:1
O -1.69 17.78 -11.77 -0.57
H -1.89 18.07 -12.67 0.25
H -1.73 18.61 -11.25 0.28
O -3.46 17.84 -14.24 -0.65
H -3.53 18.61 -14.83 0.26
H -2.66 17.37 -14.51 0.32
O -7.22 16.19 -13.99 -0.68
H -6.55 15.74 -14.45 0.40
H -6.79 16.96 -13.62 0.38
O -5.15 15.60 -15.64 -0.66
H -4.52 16.35 -15.53 0.33
H -5.49 15.63 -16.54 0.26
O -2.97 14.12 -15.00 -0.65
H -3.85 14.50 -15.16 0.31
H -3.04 13.54 -15.80 0.32
O -2.02 12.63 -10.95 -0.65
H -1.84 13.48 -11.41 0.46
H -1.51 12.65 -10.11 0.31
O -4.86 17.65 -10.81 -0.69
H -4.66 16.94 -11.41 0.41
H -5.26 18.21 -11.45 0.34
O -2.27 15.59 -9.93 -0.58
H -1.53 15.03 -9.68 0.27
H -2.02 16.05 -10.72 0.28
O -1.76 14.66 -12.58 -0.53
H -0.92 14.92 -12.91 0.21
H -2.06 14.21 -13.35 0.25
O -6.33 18.67 -12.96 -0.65
H -6.92 19.46 -12.92 0.26
H -6.04 18.75 -13.80 0.26
O -4.20 15.79 -12.57 -0.17
H -3.28 15.55 -12.51 0.31
H -4.22 16.43 -13.26 0.02
O -4.92 13.30 -12.65 -0.72
H -4.60 14.20 -12.65 0.39
H -4.89 12.83 -11.78 0.31
```

Results
net charge = 0
SMILES string = O.O.O.O.O.O.O.O.O.O.O.O
gap between HOMO and LUMO = 8.687 eV
LUMO level = -0.9475 eV



ii) Entry from the OMol25 dataset: a 12-piece molecular cluster, H24O12 overall (ωB97M-V/def2-TZVPD).

Structure (XYZ):
```
36
Properties=species:S:1:pos:R:3:mulliken_charge:R:1
O 0.87 -0.28 -0.07 -0.60
H 0.00 -0.67 0.09 0.28
H 1.29 -0.91 -0.67 0.25
O -0.85 3.92 1.00 -0.51
H -1.48 4.53 1.41 0.23
H -0.87 3.15 1.57 0.29
O -0.41 -3.67 -2.54 -0.60
H -1.31 -3.76 -2.19 0.31
H -0.32 -4.41 -3.14 0.30
O 0.42 1.08 -1.21 -0.36
H -0.45 1.05 -1.61 0.15
H 1.03 1.03 -1.96 0.28
O -0.68 -1.68 4.01 -0.62
H -1.30 -1.96 4.69 0.30
H -1.11 -0.93 3.58 0.32
O 1.73 -2.88 0.65 -0.55
H 2.48 -3.10 0.09 0.30
H 1.96 -3.25 1.51 0.27
O 2.86 -0.72 -3.06 -0.60
H 2.81 -1.35 -3.79 0.31
H 2.19 -1.02 -2.44 0.25
O 5.74 0.68 1.99 -0.64
H 5.03 0.49 1.37 0.32
H 5.29 0.97 2.79 0.32
O -3.92 -2.27 0.88 -0.62
H -3.62 -2.62 1.73 0.31
H -4.88 -2.38 0.92 0.30
O -2.78 2.08 -2.96 -0.61
H -2.71 2.12 -3.92 0.31
H -1.87 1.92 -2.66 0.32
O 0.71 3.56 0.04 -0.58
H 0.50 3.43 -0.89 0.27
H 1.29 2.81 0.25 0.27
O -3.29 0.53 1.33 -0.57
H -4.11 0.72 1.81 0.29
H -3.01 1.39 1.00 0.30
```

Results
net charge = 0
SMILES string = O.O.O.O.O.O.O.O.O.O.O.O
gap between HOMO and LUMO = 7.873 eV
LUMO level = 0.1060 eV



iii) Entry from the OMol25 dataset: a 12-piece molecular cluster, H24O12 overall (ωB97M-V/def2-TZVPD).

Structure (XYZ):
```
36
Properties=species:S:1:pos:R:3:mulliken_charge:R:1
O -0.15 0.31 -0.63 -0.43
H -0.32 1.24 -0.33 0.24
H -0.41 -0.05 0.17 0.25
O 0.82 0.06 -2.74 -0.62
H 0.06 -0.35 -2.33 0.40
H 1.02 0.72 -2.14 0.29
O 3.09 2.55 -0.55 -0.63
H 3.18 1.60 -0.77 0.31
H 3.08 2.52 0.34 0.30
O -4.75 -2.07 0.36 -0.59
H -4.31 -1.40 0.92 0.29
H -5.55 -2.30 0.77 0.29
O 0.41 -2.15 -2.34 -0.54
H -0.10 -2.97 -2.42 0.29
H 1.22 -2.33 -2.02 0.23
O 2.04 3.28 3.32 -0.63
H 1.08 3.14 3.01 0.33
H 2.10 3.03 4.23 0.31
O -4.15 1.53 0.87 -0.58
H -4.45 1.24 0.02 0.32
H -4.64 1.03 1.43 0.26
O 1.81 -0.90 2.18 -0.66
H 0.97 -1.03 1.76 0.29
H 1.97 -1.81 2.48 0.36
O 3.48 -1.75 -1.15 -0.58
H 2.96 -0.97 -0.71 0.35
H 2.80 -2.43 -1.15 0.15
O -1.05 5.07 -1.80 -0.61
H -1.39 5.59 -2.49 0.30
H -1.04 4.22 -2.35 0.31
O -1.87 -1.15 0.50 -0.70
H -1.48 -2.04 0.81 0.33
H -1.72 -1.28 -0.42 0.32
O 1.63 -3.43 1.40 -0.67
H 1.78 -2.57 0.93 0.38
H 1.89 -4.16 0.84 0.30
```

Results
net charge = 0
SMILES string = O.O.O.O.O.O.O.O.O.O.O.O
gap between HOMO and LUMO = 9.829 eV
LUMO level = -0.3760 eV



Going by the energies, i) is most stable and the next is 221.2 kJ/mol up.